1.
{"formula": "C5H14N2S", "method": "wB97M-V/def2-TZVPD", "elements": ["C", "C", "C", "C", "S", "N", "C", "N", "H", "H", "H", "H", "H", "H", "H", "H", "H", "H", "H", "H", "H", "H"], "coordinates": [[-0.88946, -0.66191, 1.90426], [-0.34554, -0.43121, 0.49055], [0.79304, -1.40902, 0.19233], [1.64310, -0.98021, -1.00601], [2.27291, -2.46924, -1.87511], [0.14923, 0.97392, 0.36225], [-0.55345, 1.77162, -0.63895], [-1.79194, 2.35804, -0.22833], [-1.61720, -1.47867, 1.91879], [-1.34849, 0.21374, 2.36257], [-0.12145, -0.96590, 2.61218], [-1.14968, -0.55787, -0.22663], [1.43088, -1.60036, 1.05371], [0.31872, -2.33787, -0.11664], [2.49450, -0.37703, -0.69784], [1.10226, -0.36967, -1.72807], [2.55091, -1.86495, -3.03726], [0.16563, 1.42291, 1.26511], [0.16616, 2.53046, -0.97584], [-0.72979, 1.13405, -1.49392], [-2.64818, 2.12839, -0.69401], [-1.89217, 2.97077, 0.55687]], "lowdin_charge": [-0.063, -0.390, -0.253, -0.563, 0.680, -0.042, -0.327, 0.020, 0.078, 0.069, 0.070, 0.131, 0.112, 0.088, 0.065, 0.059, -0.161, 0.096, 0.105, 0.105, 0.058, 0.063], "homo_ha": -0.31747, "total_energy_ev": -19226.9152, "e_above_lowest_ev": 0.381, "total_charge": 0, "smiles": "C[C@H](CCS)NCN"}

=====

2.
{"formula": "C19H23N3O4S", "method": "wB97M-V/def2-TZVPD", "elements": ["C", "C", "O", "C", "C", "C", "C", "N", "C", "N", "C", "C", "C", "S", "O", "O", "N", "C", "C", "C", "C", "C", "C", "C", "O", "C", "C", "H", "H", "H", "H", "H", "H", "H", "H", "H", "H", "H", "H", "H", "H", "H", "H", "H", "H", "H", "H", "H", "H", "H"], "coordinates": [[9.42354, 1.01006, 0.34197], [8.26190, 0.05909, 0.10072], [7.06972, 0.74618, 0.42820], [5.88164, 0.10114, 0.30537], [4.74689, 0.83483, 0.65614], [3.48638, 0.28461, 0.57378], [3.32529, -1.02771, 0.13419], [2.08479, -1.65830, 0.02103], [0.84524, -1.23271, 0.31685], [-0.20691, -1.98079, 0.15515], [-1.25762, -1.19958, 0.56605], [-2.62224, -1.44174, 0.63148], [-3.41166, -0.41263, 1.10258], [-5.19320, -0.64487, 1.13951], [-5.47085, -2.04801, 1.05597], [-5.72285, 0.10123, 2.24353], [-5.76853, 0.05891, -0.24998], [-5.53012, -0.65312, -1.48323], [-4.28439, -0.21479, -2.25367], [-5.86584, 1.49962, -0.26202], [-7.05825, 1.98730, -1.07885], [-2.90362, 0.81459, 1.50495], [-1.54195, 1.07288, 1.44764], [-0.74570, 0.05337, 0.97184], [0.60917, 0.01533, 0.80448], [4.45457, -1.75990, -0.21800], [5.71985, -1.20889, -0.13566], [9.31558, 1.89304, -0.28173], [10.36125, 0.51632, 0.10389], [9.43724, 1.32134, 1.38275], [8.36673, -0.83513, 0.73095], [8.23992, -0.25337, -0.95276], [4.88059, 1.84923, 0.99605], [2.63065, 0.87494, 0.85209], [2.09648, -2.61045, -0.31792], [-3.05863, -2.38362, 0.34721], [-6.41266, -0.54626, -2.12220], [-5.44655, -1.70149, -1.19451], [-3.39961, -0.26801, -1.62381], [-4.39166, 0.80282, -2.62198], [-4.14197, -0.87259, -3.10698], [-4.93973, 1.96045, -0.63559], [-6.00121, 1.78418, 0.78218], [-6.91508, 1.79241, -2.13863], [-7.18091, 3.05802, -0.93847], [-7.96162, 1.48318, -0.74792], [-3.58989, 1.55285, 1.88537], [-1.12578, 2.01619, 1.76120], [4.34353, -2.77839, -0.56151], [6.56810, -1.81172, -0.41768]], "lowdin_charge": [-0.065, -0.266, -0.053, -0.275, 0.009, -0.007, -0.230, 0.151, -0.356, 0.185, -0.205, 0.008, -0.271, 0.668, -0.283, -0.285, -0.256, -0.247, -0.063, -0.273, -0.070, -0.062, 0.022, -0.177, 0.128, -0.023, -0.017, 0.078, 0.076, 0.078, 0.125, 0.125, 0.121, 0.104, 0.158, 0.124, 0.118, 0.106, 0.059, 0.068, 0.078, 0.115, 0.105, 0.066, 0.075, 0.083, 0.111, 0.121, 0.113, 0.104], "homo_ha": -0.28707, "total_energy_ev": -43571.5965, "e_above_lowest_ev": 2.730, "total_charge": 0, "smiles": "CCOc1ccc(Nc2nc3cc(S(=O)(=O)N(CC)CC)ccc3o2)cc1"}

=====

3.
{"formula": "C3H9N8O4", "method": "wB97M-V/def2-TZVPD", "elements": ["N", "C", "O", "N", "N", "N", "C", "N", "N", "C", "O", "N", "N", "O", "O", "H", "H", "H", "H", "H", "H", "H", "H", "H"], "coordinates": [[-3.04954, 1.67173, -0.88802], [-1.78797, 1.16900, -1.05766], [-1.03262, 1.44494, -1.95817], [-1.44858, 0.16676, -0.15640], [-0.22474, -0.37681, 0.04762], [0.45787, -0.64151, -1.15452], [1.58317, -1.31722, -1.24306], [2.30552, -1.25157, -2.36752], [1.98306, -2.17874, -0.33086], [0.42924, 0.11213, 1.24880], [1.62335, -0.01307, 1.23283], [-0.28783, 0.78850, 2.20579], [0.02623, 1.02188, 3.48850], [1.01939, 0.50122, 3.88112], [-0.80140, 1.77527, 3.93769], [-3.64845, 1.15098, -0.28348], [-3.38046, 2.29993, -1.55703], [-2.31110, -0.40747, 0.10536], [0.12155, 0.10928, -1.85599], [3.02089, -1.95804, -2.46862], [2.33890, -0.44082, -2.99413], [2.73936, -2.84998, -0.44426], [1.62245, -1.82033, 0.60685], [-1.29829, 1.04394, 2.00513]], "lowdin_charge": [0.210, -0.547, 0.082, 0.041, -0.027, 0.164, -0.445, 0.203, 0.206, -0.376, 0.112, 0.163, -0.426, 0.172, 0.125, 0.106, 0.107, 0.199, 0.171, 0.129, 0.150, 0.149, 0.136, 0.197], "homo_ha": -0.50633, "total_energy_ev": -23356.9579, "e_above_lowest_ev": 0.336, "total_charge": 1, "smiles": "NC(=O)NN([NH+]=C(N)N)C(=O)N[N+](=O)[O-]"}